(w)
The following is a quantum chemistry calculation of a gas-phase ion, C2H3N4O (charge -1), from the Open Molecules 2025 dataset.

Atoms and positions in Å:
C  -0.11080  -0.56552  -0.13195
C  -0.86048  0.45304  -0.86729
N  1.29496  0.31291  1.10065
N  0.34809  -1.71396  -0.17762
N  1.70572  -0.81489  1.37151
N  1.40001  -1.91573  0.79995
O  -1.15580  1.57248  -0.05413
H  -0.24900  0.77223  -1.62723
H  -1.87082  0.19713  -1.05941
H  -0.50187  1.70232  0.64552

Summary:
* frontier orbital gap: 7.5 eV
* highest occupied orbital energy: -3.390 eV
* net charge: -1

***

(x)
The following is a quantum chemistry calculation of 2 unconnected molecules or ions with the total composition C2H3N4O, from the Open Molecules 2025 dataset.

Atoms and positions in Å:
C  0.06550  -1.65187  -0.47312
C  -0.70264  -0.48912  -0.46132
N  1.27505  -1.31939  0.12041
N  1.14785  -0.19174  0.72552
N  -0.00728  0.34304  0.37093
N  -0.60488  1.44335  0.84529
O  -0.12255  2.09818  1.78842
H  -0.00156  -2.49401  -1.10444
H  -1.71642  -0.22945  -0.62241
H  0.66693  2.49102  -1.18928

Summary:
* frontier orbital gap (alpha / beta): 5.1 / 8.0 eV
* highest occupied orbital energy (alpha / beta): -1.768 / -3.779 eV
* net charge: -1

***

Which structure is the most stable? The one labeled (w).